{
  "formula": "C32H85LiO11",
  "method": "ωB97M-V/def2-TZVPD",
  "de_lowest_kcal_mol": 0.0,
  "e_homo_ha": -0.33395,
  "gap_ev": 8.883,
  "species": ["Li", "C", "C", "O", "H", "H", "H", "H", "H", "C", "C", "C", "O", "H", "H", "H", "H", "H", "H", "H", "H", "C", "C", "C", "O", "H", "H", "H", "H", "H", "H", "H", "H", "C", "C", "C", "O", "H", "H", "H", "H", "H", "H", "H", "H", "C", "C", "C", "O", "H", "H", "H", "H", "H", "H", "H", "H", "C", "C", "C", "O", "H", "H", "H", "H", "H", "H", "H", "H", "C", "C", "C", "O", "H", "H", "H", "H", "H", "H", "H", "H", "C", "C", "C", "O", "H", "H", "H", "H", "H", "H", "H", "H", "C", "C", "C", "O", "H", "H", "H", "H", "H", "H", "H", "H", "C", "C", "C", "O", "H", "H", "H", "H", "H", "H", "H", "H", "C", "C", "C", "O", "H", "H", "H", "H", "H", "H", "H", "H"],
  "coordinates": [[2.76, -1.77, 0.99], [0.34, 0.83, 0.86], [-0.07, -0.58, 0.45], [0.99, -1.43, 0.13], [-0.51, 1.45, 1.17], [0.89, 1.36, 0.07], [1.02, 0.80, 1.72], [-0.73, -0.45, -0.43], [-0.70, -0.95, 1.27], [-3.63, 0.82, 1.76], [-5.13, 0.86, 1.50], [-5.52, 1.06, 0.05], [-5.75, -0.34, 1.94], [-3.44, 0.43, 2.77], [-3.12, 1.77, 1.59], [-3.16, 0.07, 1.12], [-5.52, 1.74, 2.04], [-6.61, 1.16, -0.01], [-5.23, 0.18, -0.53], [-5.12, 1.97, -0.39], [-5.56, -0.43, 2.88], [6.40, -1.38, -0.27], [5.28, -1.16, -1.26], [5.24, -2.28, -2.29], [4.04, -1.18, -0.52], [6.22, -2.30, 0.29], [6.44, -0.52, 0.40], [7.34, -1.48, -0.79], [5.36, -0.19, -1.75], [5.07, -3.23, -1.78], [6.18, -2.32, -2.84], [4.44, -2.12, -3.02], [3.34, -0.99, -1.18], [-0.19, -5.91, -1.99], [0.72, -4.83, -1.42], [2.00, -4.67, -2.21], [-0.02, -3.59, -1.44], [-0.85, -6.29, -1.21], [0.39, -6.77, -2.32], [-0.76, -5.53, -2.84], [0.92, -5.06, -0.37], [2.61, -3.89, -1.75], [1.76, -4.37, -3.23], [2.60, -5.58, -2.11], [0.53, -2.97, -0.91], [-0.38, 4.28, 1.50], [0.20, 5.57, 2.08], [0.64, 5.46, 3.51], [1.28, 6.01, 1.26], [0.41, 3.52, 1.60], [-0.56, 4.33, 0.43], [-1.25, 3.95, 2.07], [-0.63, 6.29, 2.04], [-0.14, 5.03, 4.13], [0.84, 6.45, 3.92], [1.56, 4.87, 3.62], [0.99, 6.16, 0.36], [-2.48, -1.35, -3.11], [-3.39, -2.43, -2.53], [-4.69, -2.57, -3.26], [-2.72, -3.69, -2.65], [-1.46, -1.45, -2.74], [-2.82, -0.34, -2.86], [-2.52, -1.41, -4.20], [-3.53, -2.26, -1.45], [-5.33, -1.69, -3.16], [-5.23, -3.43, -2.86], [-4.51, -2.78, -4.32], [-1.85, -3.62, -2.22], [-0.24, 0.87, 4.58], [-1.16, -0.33, 4.33], [-0.49, -1.66, 4.58], [-2.33, -0.15, 5.13], [0.66, 0.85, 3.96], [-0.01, 0.92, 5.64], [-0.78, 1.79, 4.35], [-1.49, -0.24, 3.29], [-0.09, -1.66, 5.60], [0.33, -1.83, 3.88], [-1.22, -2.46, 4.53], [-2.05, -0.16, 6.05], [-1.20, -5.27, 2.94], [-1.09, -4.43, 1.67], [-2.34, -3.62, 1.42], [0.04, -3.58, 1.84], [-1.49, -4.63, 3.77], [-0.25, -5.75, 3.17], [-2.01, -5.99, 2.80], [-0.95, -5.12, 0.83], [-2.28, -3.14, 0.44], [-2.37, -2.78, 2.13], [-3.25, -4.21, 1.47], [0.02, -2.88, 1.17], [3.16, 3.24, 1.30], [4.12, 2.20, 0.76], [5.04, 2.80, -0.29], [4.91, 1.67, 1.84], [2.66, 2.86, 2.19], [2.42, 3.50, 0.54], [3.63, 4.20, 1.53], [3.66, 1.31, 0.32], [4.53, 2.93, -1.25], [5.91, 2.17, -0.50], [5.39, 3.80, -0.01], [5.63, 2.27, 2.06], [-2.32, 4.24, -3.57], [-2.83, 4.28, -2.15], [-2.51, 3.00, -1.39], [-2.23, 5.41, -1.52], [-1.29, 3.89, -3.69], [-2.32, 5.24, -4.01], [-2.96, 3.61, -4.20], [-3.92, 4.41, -2.22], [-1.49, 2.69, -1.62], [-3.20, 2.20, -1.65], [-2.58, 3.09, -0.31], [-2.58, 5.48, -0.63], [3.01, 1.11, -3.68], [1.99, 0.78, -2.62], [0.58, 1.11, -3.04], [2.09, -0.62, -2.31], [2.78, 0.56, -4.59], [4.03, 0.90, -3.37], [2.91, 2.17, -3.92], [2.16, 1.36, -1.70], [-0.17, 0.88, -2.28], [0.30, 0.55, -3.95], [0.48, 2.17, -3.27], [1.43, -0.83, -1.60]]
}

---

{
  "formula": "C32H88AgCsN8O16S2",
  "method": "ωB97M-V/def2-TZVPD",
  "de_lowest_kcal_mol": 0.0,
  "spin_multiplicity": 2,
  "s2": 0.7542,
  "e_homo_ha": [-0.19608, -0.19442],
  "charge": -1,
  "gap_ev": [6.659, 6.614],
  "species": ["Ag", "Cs", "S", "O", "O", "O", "O", "S", "O", "O", "O", "O", "C", "C", "C", "O", "C", "N", "H", "H", "H", "H", "H", "H", "H", "H", "H", "H", "H", "C", "C", "C", "O", "C", "N", "H", "H", "H", "H", "H", "H", "H", "H", "H", "H", "H", "C", "C", "C", "O", "C", "N", "H", "H", "H", "H", "H", "H", "H", "H", "H", "H", "H", "C", "C", "C", "O", "C", "N", "H", "H", "H", "H", "H", "H", "H", "H", "H", "H", "H", "C", "C", "C", "O", "C", "N", "H", "H", "H", "H", "H", "H", "H", "H", "H", "H", "H", "C", "C", "C", "O", "C", "N", "H", "H", "H", "H", "H", "H", "H", "H", "H", "H", "H", "C", "C", "C", "O", "C", "N", "H", "H", "H", "H", "H", "H", "H", "H", "H", "H", "H", "C", "C", "C", "O", "C", "N", "H", "H", "H", "H", "H", "H", "H", "H", "H", "H", "H"],
  "coordinates": [[2.16, 1.67, -0.77], [-1.13, 5.16, 0.52], [-0.15, 1.24, 0.95], [-0.86, 0.02, 1.33], [1.27, 1.06, 1.28], [-0.07, 1.50, -0.49], [-0.70, 2.42, 1.64], [2.65, 4.34, -0.05], [3.73, 5.13, -0.60], [1.83, 3.80, -1.17], [3.15, 3.10, 0.58], [1.90, 5.02, 1.00], [5.41, -1.23, 0.53], [4.61, 0.00, 0.05], [5.34, 0.65, -1.16], [4.64, 1.79, -1.60], [5.33, 2.54, -2.57], [3.26, -0.41, -0.40], [4.86, -2.17, 0.48], [5.77, -1.06, 1.55], [6.33, -1.37, -0.04], [4.59, 0.73, 0.86], [5.33, -0.04, -2.01], [6.37, 0.88, -0.86], [6.39, 2.60, -2.30], [4.88, 3.52, -2.67], [5.33, 2.01, -3.53], [3.44, -1.26, -0.94], [2.90, -0.88, 0.44], [-0.85, -3.30, 1.53], [-1.62, -3.14, 2.86], [-1.25, -4.26, 3.81], [-1.60, -5.52, 3.27], [-0.91, -6.58, 3.90], [-1.13, -1.87, 3.43], [-1.14, -4.28, 1.13], [0.21, -3.42, 1.77], [-1.00, -2.55, 0.76], [-2.70, -3.06, 2.74], [-1.57, -4.02, 4.83], [-0.15, -4.25, 3.85], [0.16, -6.49, 3.73], [-1.32, -7.51, 3.51], [-1.06, -6.60, 4.99], [-1.88, -1.43, 3.96], [-1.04, -1.16, 2.68], [3.81, -0.48, 3.99], [2.66, -1.38, 3.53], [2.50, -2.53, 4.51], [3.77, -3.19, 4.66], [3.61, -4.42, 5.30], [1.45, -0.54, 3.49], [3.68, -0.06, 4.98], [3.93, 0.37, 3.31], [4.75, -1.04, 4.05], [2.98, -1.76, 2.54], [1.74, -3.26, 4.24], [2.21, -2.11, 5.48], [3.14, -4.40, 6.29], [4.58, -4.90, 5.41], [3.02, -5.13, 4.70], [0.61, -1.11, 3.34], [1.52, -0.03, 2.58], [2.19, 0.07, -5.20], [2.50, 1.05, -4.06], [2.33, 2.52, -4.49], [3.32, 2.78, -5.46], [3.17, 4.04, -6.09], [1.65, 0.77, -2.88], [2.91, 0.24, -6.00], [1.20, 0.22, -5.63], [2.39, -0.94, -4.84], [3.54, 0.86, -3.75], [2.26, 3.25, -3.67], [1.35, 2.53, -5.00], [2.10, 4.29, -6.08], [3.46, 3.97, -7.14], [3.74, 4.80, -5.55], [0.75, 1.22, -3.08], [1.42, -0.23, -3.01], [3.44, -4.99, -2.62], [2.82, -3.67, -3.09], [1.61, -3.29, -2.25], [1.08, -2.05, -2.74], [-0.08, -1.72, -1.99], [3.91, -2.69, -2.97], [3.79, -4.84, -1.61], [4.30, -5.26, -3.23], [2.78, -5.86, -2.73], [2.44, -3.75, -4.12], [2.00, -3.11, -1.24], [0.84, -4.06, -2.26], [-0.82, -2.52, -1.98], [-0.58, -0.84, -2.38], [0.20, -1.48, -0.96], [4.69, -2.95, -3.56], [3.49, -1.84, -3.35], [-2.80, 0.98, -3.27], [-2.31, 2.40, -3.42], [-3.14, 3.31, -2.52], [-4.53, 3.22, -2.72], [-4.95, 3.46, -4.06], [-0.89, 2.41, -3.13], [-2.47, 0.59, -2.30], [-2.37, 0.28, -4.00], [-3.88, 0.88, -3.39], [-2.45, 2.80, -4.43], [-2.84, 4.35, -2.75], [-2.88, 3.10, -1.47], [-4.61, 4.45, -4.38], [-6.04, 3.49, -4.11], [-4.58, 2.64, -4.68], [-0.62, 3.40, -3.15], [-0.70, 2.13, -2.16], [-6.66, -0.65, -2.36], [-6.69, 0.37, -1.24], [-5.43, 0.42, -0.37], [-5.13, -0.88, 0.10], [-3.80, -1.02, 0.55], [-7.10, 1.71, -1.75], [-6.61, -1.69, -2.02], [-5.85, -0.41, -3.05], [-7.61, -0.66, -2.90], [-7.46, 0.15, -0.50], [-5.65, 1.03, 0.51], [-4.58, 0.93, -0.85], [-3.10, -0.58, -0.16], [-3.57, -2.07, 0.70], [-3.65, -0.48, 1.50], [-6.28, 2.29, -1.91], [-7.49, 1.53, -2.67], [-1.81, 3.77, 5.18], [-2.27, 2.33, 5.12], [-3.76, 2.22, 4.63], [-4.69, 2.95, 5.42], [-6.01, 2.71, 5.02], [-1.32, 1.61, 4.32], [-2.16, 4.46, 4.40], [-0.73, 3.86, 5.30], [-2.25, 4.17, 6.10], [-2.31, 1.92, 6.13], [-4.06, 1.17, 4.63], [-3.76, 2.54, 3.58], [-6.64, 3.46, 5.51], [-6.45, 1.74, 5.29], [-6.07, 2.85, 3.94], [-1.34, 1.87, 3.34], [-1.49, 0.61, 4.27]]
}

---

{
  "formula": "C32H88N8O8",
  "method": "ωB97M-V/def2-TZVPD",
  "de_lowest_kcal_mol": 25.1,
  "e_homo_ha": -0.33018,
  "gap_ev": 9.419,
  "species": ["C", "C", "C", "O", "C", "N", "H", "H", "H", "H", "H", "H", "H", "H", "H", "H", "H", "C", "C", "C", "O", "C", "N", "H", "H", "H", "H", "H", "H", "H", "H", "H", "H", "H", "C", "C", "C", "O", "C", "N", "H", "H", "H", "H", "H", "H", "H", "H", "H", "H", "H", "C", "C", "C", "O", "C", "N", "H", "H", "H", "H", "H", "H", "H", "H", "H", "H", "H", "C", "C", "C", "O", "C", "N", "H", "H", "H", "H", "H", "H", "H", "H", "H", "H", "H", "C", "C", "C", "O", "C", "N", "H", "H", "H", "H", "H", "H", "H", "H", "H", "H", "H", "C", "C", "C", "O", "C", "N", "H", "H", "H", "H", "H", "H", "H", "H", "H", "H", "H", "C", "C", "C", "O", "C", "N", "H", "H", "H", "H", "H", "H", "H", "H", "H", "H", "H"],
  "coordinates": [[18.36, -8.69, -16.55], [16.95, -8.09, -16.53], [16.10, -8.58, -15.37], [16.78, -8.21, -14.19], [16.21, -8.77, -13.03], [17.03, -6.62, -16.56], [18.81, -8.60, -15.56], [18.96, -8.23, -17.33], [18.30, -9.75, -16.82], [16.45, -8.37, -17.47], [15.96, -9.68, -15.48], [15.11, -8.11, -15.37], [15.18, -8.41, -12.90], [16.82, -8.37, -12.22], [16.25, -9.86, -13.10], [17.47, -6.29, -15.70], [16.12, -6.19, -16.62], [16.93, -16.78, -14.41], [18.27, -17.14, -14.97], [19.10, -17.91, -14.00], [20.36, -18.13, -14.55], [21.09, -19.12, -13.84], [18.15, -17.92, -16.23], [16.41, -16.00, -14.96], [17.07, -16.42, -13.38], [16.31, -17.67, -14.33], [18.85, -16.23, -15.25], [18.56, -18.83, -13.72], [19.22, -17.37, -13.04], [20.53, -20.06, -13.73], [21.36, -18.72, -12.85], [22.00, -19.31, -14.40], [17.66, -17.38, -16.94], [19.05, -18.19, -16.60], [20.24, -12.13, -15.64], [20.49, -11.07, -14.57], [19.24, -10.91, -13.72], [19.10, -11.97, -12.81], [17.88, -11.94, -12.23], [21.67, -11.45, -13.73], [19.36, -11.84, -16.22], [19.90, -13.06, -15.15], [21.14, -12.31, -16.23], [20.70, -10.06, -14.94], [18.34, -10.83, -14.35], [19.32, -9.94, -13.18], [17.73, -12.75, -11.51], [17.06, -12.06, -12.95], [17.72, -11.01, -11.68], [21.52, -12.39, -13.36], [21.67, -10.86, -12.89], [13.87, -18.86, -13.38], [14.81, -19.39, -12.27], [14.43, -18.76, -10.96], [14.43, -17.39, -11.04], [14.05, -16.83, -9.82], [14.69, -20.83, -12.08], [13.80, -19.54, -14.23], [14.15, -17.87, -13.72], [12.84, -18.81, -13.00], [15.84, -19.14, -12.50], [15.08, -19.10, -10.14], [13.42, -19.12, -10.67], [14.90, -16.70, -9.14], [13.23, -17.36, -9.31], [13.64, -15.83, -10.02], [15.06, -21.34, -12.88], [13.71, -21.10, -12.07], [10.96, -7.34, -10.29], [9.95, -7.68, -9.20], [10.02, -9.14, -8.80], [9.65, -9.94, -9.90], [8.80, -11.01, -9.55], [10.09, -6.82, -8.03], [10.95, -6.25, -10.46], [10.72, -7.70, -11.29], [11.97, -7.64, -10.00], [8.94, -7.61, -9.62], [9.35, -9.28, -7.94], [11.03, -9.46, -8.48], [9.29, -11.66, -8.80], [8.55, -11.61, -10.42], [7.85, -10.62, -9.15], [9.43, -6.06, -8.03], [11.00, -6.35, -8.03], [12.30, -12.92, -18.10], [12.69, -12.74, -16.63], [13.46, -11.46, -16.38], [14.63, -11.41, -17.13], [15.68, -12.08, -16.48], [11.43, -12.71, -15.87], [13.19, -13.05, -18.71], [11.65, -12.11, -18.43], [11.66, -13.81, -18.20], [13.34, -13.59, -16.35], [13.69, -11.31, -15.32], [12.85, -10.61, -16.70], [16.02, -11.51, -15.61], [16.49, -12.18, -17.19], [15.38, -13.08, -16.13], [10.93, -13.58, -16.08], [11.59, -12.75, -14.86], [12.41, -10.61, -12.24], [12.32, -11.95, -11.55], [13.52, -12.82, -11.82], [13.45, -13.36, -13.15], [14.38, -14.34, -13.45], [12.24, -11.69, -10.07], [12.68, -10.62, -13.30], [13.28, -10.10, -11.81], [11.52, -10.00, -12.09], [11.40, -12.49, -11.82], [13.54, -13.62, -11.05], [14.47, -12.25, -11.68], [14.19, -14.74, -14.44], [14.33, -15.21, -12.76], [15.43, -13.99, -13.36], [11.43, -11.06, -9.98], [11.96, -12.53, -9.56], [16.54, -10.23, -9.30], [15.33, -10.15, -8.41], [15.61, -9.41, -7.11], [16.34, -10.27, -6.27], [16.57, -9.71, -5.02], [14.21, -9.49, -9.15], [17.37, -10.88, -9.00], [17.01, -9.24, -9.39], [16.30, -10.60, -10.30], [14.98, -11.15, -8.08], [14.68, -9.04, -6.63], [16.23, -8.51, -7.32], [17.16, -10.42, -4.46], [15.62, -9.48, -4.53], [17.08, -8.74, -5.11], [13.53, -9.21, -8.44], [13.74, -10.23, -9.71]]
}